Run A
# C5H14S

A 2-piece molecular cluster, C5H14S overall (wB97M-V/def2-TZVPD, the Open Molecules 2025 dataset).

Positions of all 20 atoms, in Å:
C: 1.5250 0.2824 -0.8931
C: 0.3423 0.3428 -1.8459
S: 0.2909 1.8881 -2.7910
C: -0.0429 3.0934 -1.4936
H: 1.7053 -0.7941 -0.6752
H: 1.4431 0.6696 0.1305
H: 2.4502 0.6652 -1.3326
H: 0.5303 -0.4536 -2.5850
H: -0.6205 0.1093 -1.3971
H: -0.9121 3.7112 -1.7694
H: -0.4273 2.7474 -0.5201
H: 0.7966 3.7451 -1.2997
C: -0.7070 -2.6326 2.5048
C: -1.0931 -1.3852 1.6567
H: -0.9679 -3.5463 1.9660
H: 0.3583 -2.6510 2.7203
H: -1.2023 -2.5265 3.4728
H: -2.1681 -1.3467 1.3817
H: -0.5657 -1.4924 0.7263
H: -0.7351 -0.4261 2.0435

Its SMILES is CCSC.CC. As for the orbital gap: 9.430 eV. Its charge is 0. As for the highest occupied orbital energy: -8.48 eV.

=====

Run B
# C5H14S

A 2-piece molecular cluster, C5H14S overall (wB97M-V/def2-TZVPD, the Open Molecules 2025 dataset).

Positions of all 20 atoms, in Å:
C: -0.4827 -0.3120 -2.4865
C: 0.4382 0.8297 -2.0671
C: -0.2033 2.2321 -2.2716
H: -1.0457 -0.6396 -1.6143
H: -0.0168 -1.1510 -2.9967
H: -1.2432 0.0583 -3.1835
H: 1.3733 0.8990 -2.6193
H: 0.6700 0.7302 -1.0062
H: 0.5551 2.9589 -1.9968
H: -0.5001 2.3232 -3.3132
H: -1.0603 2.3619 -1.6134
C: -1.4184 -0.5538 1.8090
S: 0.2122 -1.1759 1.3185
C: 1.3826 -0.1526 2.3052
H: -1.3927 0.5385 1.7079
H: -1.6207 -0.8761 2.8207
H: -2.0872 -0.7541 0.9759
H: 2.1219 -0.7425 2.8405
H: 1.8366 0.5053 1.5760
H: 0.7685 0.3061 3.0782

Its SMILES is CCC.CSC. As for the orbital gap: 9.435 eV. Its charge is 0. As for the highest occupied orbital energy: -8.48 eV.

=====

Run C
# C5H14S

A 2-piece molecular cluster, C5H14S overall (wB97M-V/def2-TZVPD, the Open Molecules 2025 dataset).

Positions of all 20 atoms, in Å:
C: -0.4380 1.4674 0.9703
C: -1.3762 1.4557 -0.2014
S: -0.7829 2.2754 -1.6952
C: 0.9373 1.7812 -1.7667
H: -0.9014 1.1187 1.9124
H: 0.0733 2.3665 1.2336
H: 0.2134 0.5848 1.0129
H: -1.7860 0.4713 -0.4418
H: -2.2974 1.9486 0.0789
H: 1.2410 2.0642 -2.7775
H: 1.5144 2.3302 -1.0246
H: 1.2429 0.7314 -1.7347
C: 0.8640 -2.4542 1.0734
C: -0.2661 -2.2219 0.0450
H: 0.7459 -3.4705 1.4383
H: 1.8112 -2.1616 0.6247
H: 0.7713 -1.7619 1.9106
H: -1.1818 -2.4246 0.5746
H: -0.2306 -2.8699 -0.8324
H: -0.1541 -1.2307 -0.4004

Its SMILES is CCSC.CC. As for the orbital gap: 9.387 eV. Its charge is 0. As for the highest occupied orbital energy: -8.46 eV.

=====

The structure with the least stability is run C.

=====

Run A
# CH8N5O

A 2-piece molecular cluster, CH8N5O overall (wB97M-V/def2-TZVPD, the Open Molecules 2025 dataset).

Positions of all 15 atoms, in Å:
C: 1.0286 1.3888 0.2069
N: -0.1983 1.1116 0.4349
N: 1.7261 2.1887 0.9730
N: -1.7741 -0.5120 0.4827
N: -0.2342 -2.2335 -0.8858
N: -0.8147 0.1740 -0.2497
O: 0.0182 -1.0803 -1.3771
H: 1.5496 0.7611 -0.4470
H: 2.6501 2.2375 0.6384
H: 1.3220 2.8456 1.5853
H: -1.9841 -1.3838 -0.0874
H: -1.5903 -0.6626 1.4775
H: -0.9625 -2.7898 -1.3671
H: 0.4471 -2.6846 -0.2947
H: -1.1834 0.6394 -1.0897

As for the orbital gap (alpha / beta): 8.473 / 8.535 eV. Its charge is +1. As for the highest occupied orbital energy (alpha / beta): -13.25 / -13.11 eV.

=====

Run B
# CH8N5O

An isolated ion of composition CH8N5O and charge +1 (wB97M-V/def2-TZVPD, the Open Molecules 2025 dataset).

Positions of all 15 atoms, in Å:
N: -2.8143 0.3626 0.1968
C: -1.6696 0.1254 -0.3412
N: -0.9294 -0.8224 0.0703
N: 0.6390 -0.8265 -0.5708
N: 1.5475 -1.5069 0.1215
O: 1.1443 0.7350 -0.7072
N: 1.6182 1.2049 0.4492
H: -3.2971 1.1950 0.0239
H: -3.1809 -0.3194 0.8532
H: -1.5848 0.7967 -1.1704
H: 0.7697 -1.1341 -1.4698
H: 2.4913 -1.5115 -0.2333
H: 1.5385 -1.4140 1.1396
H: 2.5844 1.2431 0.5779
H: 1.1431 1.8720 1.0604

Its SMILES is N/C=N/[N@H+](N)ON. As for the orbital gap: 10.108 eV. Its charge is +1. As for the highest occupied orbital energy: -13.81 eV.

=====

The structure with the least stability is run B.

=====

Run A
# CH8N5O

A 2-piece molecular cluster, CH8N5O overall (wB97M-V/def2-TZVPD, the Open Molecules 2025 dataset).

Positions of all 15 atoms, in Å:
C: -2.6669 0.1961 -0.0964
N: -1.5839 -0.2345 -0.0804
N: -3.8974 0.5948 -0.0177
N: 0.6854 -1.1851 -0.2978
N: 3.2580 0.5480 0.8588
N: 1.0008 0.2074 -0.0594
O: 2.3514 0.4213 -0.3468
H: -0.7039 -0.8835 -0.2692
H: -4.3172 1.5628 0.0564
H: -4.5068 -0.1448 0.2311
H: 0.9678 -1.5098 -1.2289
H: 1.0625 -1.7865 0.4613
H: 4.0050 -0.0826 0.6912
H: 3.6518 1.5164 1.0161
H: 0.6935 0.7798 -0.9182

As for the orbital gap: 9.868 eV. Its charge is +1. As for the highest occupied orbital energy: -13.14 eV.

=====

Run B
# CH8N5O

CH8N5O as an isolated structure (wB97M-V/def2-TZVPD, the Open Molecules 2025 dataset).

Positions of all 15 atoms, in Å:
C: -0.4635 -1.0842 -1.3251
N: 0.5329 -0.4526 -0.7713
N: -0.3920 -2.2198 -1.9071
N: 1.4404 1.0989 0.5877
N: -0.3534 1.0947 2.1249
N: 0.4123 0.7293 -0.1891
O: -1.0259 0.9232 0.9130
H: -1.4888 -0.7062 -1.4439
H: -1.1566 -2.5268 -2.5763
H: 0.4354 -2.9100 -1.8609
H: 1.3395 2.1372 0.6512
H: 1.7583 0.4985 1.3320
H: -0.6757 1.8057 2.6289
H: -0.3874 0.1234 2.5628
H: 0.0245 1.4887 -0.7268

As for the orbital gap (alpha / beta): 9.027 / 9.028 eV. Its charge is +1. As for the highest occupied orbital energy (alpha / beta): -13.36 / -13.36 eV.

=====

The structure with the least stability is run B.

=====

Run A
# CH3BrP2

The molecule CH3BrP2 (wB97M-V/def2-TZVPD, the Open Molecules 2025 dataset).

Positions of all 7 atoms, in Å:
C: -1.6178 0.3176 -0.1770
P: -0.0302 1.0256 -0.2287
P: 1.3399 -0.7489 -0.3124
Br: 3.4031 0.0894 0.2240
H: -2.3010 1.0429 -0.3887
H: -1.9917 -0.7403 -0.0932
H: 1.1977 -0.9864 0.9761

Its SMILES is C=P#[PH]Br. As for the orbital gap: 8.739 eV. Its charge is 0. As for the highest occupied orbital energy: -9.27 eV.

=====

Run B
# CH3BrP2

A 2-piece molecular cluster, CH3BrP2 overall (wB97M-V/def2-TZVPD, the Open Molecules 2025 dataset).

Positions of all 7 atoms, in Å:
C: 1.3220 -0.8179 -0.4659
P: -1.7837 1.4441 0.0460
P: -1.5146 -0.4065 0.7279
Br: 2.2605 -0.1022 1.0293
H: 1.5375 -1.8099 -0.4917
H: 1.3788 -0.0847 -1.4001
H: -3.2006 1.7771 0.5546

As for the orbital gap (alpha / beta): 7.605 / 7.361 eV. Its charge is 0. As for the highest occupied orbital energy (alpha / beta): -8.77 / -8.27 eV.

=====

The structure with the least stability is run B.